Entry 1:
The following is a quantum chemistry calculation of a molecular structure, C33H38F5LaN2P2Si2, from the Open Molecules 2025 dataset.

CARTESIAN COORDINATES (ANGSTROEM)
1 La -0.1020 1.2130 -0.1445
2 P -1.4254 1.7788 2.3877
3 P 1.6294 1.2752 2.3378
4 Si -3.6523 0.5630 0.6155
5 Si 3.2352 2.4780 -0.1400
6 F -1.6010 5.8808 -1.8397
7 F -0.3520 3.6375 -0.4032
8 F -1.5144 4.5620 -3.5619
9 F 0.2829 5.0267 -2.4529
10 F -0.8481 2.4488 -2.2232
11 N -2.1662 1.3342 0.9911
12 N 2.0383 1.6871 0.8069
13 C 3.9832 3.9144 4.4327
14 C 3.2316 4.1326 5.5814
15 C 2.5557 -0.2265 2.8161
16 C -1.6925 6.3667 1.9696
17 C -2.4480 1.3772 3.8521
18 C 3.5044 3.0665 3.4428
19 C -3.6438 0.4691 -1.2507
20 C 2.2633 2.4488 3.5814
21 C 2.5930 -2.3916 3.8851
22 C 1.8985 -1.2554 3.4855
23 C -5.1607 1.4615 1.2230
24 C 1.5305 2.6511 4.7492
25 C -2.4501 0.0447 4.2706
26 C 3.5354 4.2732 0.2542
27 C -4.0042 1.9003 5.6274
28 C -2.7905 5.5473 1.7347
29 C -3.7530 -1.1761 1.2878
30 C 0.0039 0.8483 2.4084
31 C 2.0104 3.4925 5.7441
32 C -4.0142 0.5704 6.0207
33 C 4.8764 1.5853 -0.2033
34 C -0.3790 4.4313 2.5255
35 C 2.5661 2.3668 -1.8986
36 C -3.2322 -0.3579 5.3427
37 C 3.9227 -0.3492 2.5678
38 C 3.9505 -2.5092 3.6230
39 C 4.6177 -1.4837 2.9642
40 C -1.4151 3.5907 -1.4363
41 C -3.2253 2.3040 4.5471
42 C -0.4867 5.8071 2.3574
43 C -2.6798 4.1760 1.8909
44 C -1.4744 3.6023 2.3093
45 C -1.0416 4.7707 -2.3297
46 H -4.5062 -0.0812 -1.6440
47 H 5.6787 -1.5663 2.7613
48 H 0.8366 -1.1534 3.6767
49 H 4.1055 2.8901 2.5570
50 H -4.0577 -1.1684 2.3389
51 H 1.4291 3.6537 6.6442
52 H -4.6246 0.2572 6.8596
53 H 0.5729 4.0153 2.7975
54 H -3.2285 -1.3952 5.6553
55 H -3.2192 3.3468 4.2554
56 H 2.0713 -3.1871 4.4031
57 H 5.3872 1.8704 -1.1319
58 H 3.6034 4.7971 6.3537
59 H 4.7361 0.5003 -0.2158
60 H 5.5478 1.8369 0.6259
61 H -5.0751 1.6798 2.2930
62 H 3.2856 2.8054 -2.5972
63 H -2.7500 -0.0548 -1.6205
64 H 2.7658 4.6872 0.9133
65 H -1.8177 -0.6655 3.7485
66 H 2.4246 1.3234 -2.2125
67 H -4.6026 2.6290 6.1612
68 H 4.9421 4.4034 4.3117
69 H 4.4895 -3.3964 3.9328
70 H -4.4962 -1.7572 0.7273
71 H -5.3245 2.4011 0.6855
72 H 0.3798 6.4372 2.5173
73 H 0.5755 2.1492 4.8645
74 H 4.5101 4.4221 0.7288
75 H -3.6389 1.4768 -1.6769
76 H -6.0455 0.8300 1.0813
77 H 3.5204 4.8489 -0.6783
78 H 4.4531 0.4476 2.0629
79 H -3.5234 3.5373 1.6563
80 H -1.7738 7.4379 1.8280
81 H -3.7271 5.9766 1.4026
82 H 1.6321 2.9224 -2.0406
83 H -2.7908 -1.6959 1.2203

Cartesian forces (eV/Å) of the 3 atoms listed first:
-0.03 -0.58 -0.85
-0.37 -0.89 0.49
0.10 -0.50 0.29

Output
* energy above the lowest of the compared OMol25 structures with the same formula, charge and spin: 0.944 eV
* total charge: 0
* HOMO level: -0.2917 Eh
* frontier orbital gap: 7.3 eV

Entry 2:
The following is a quantum chemistry calculation of a single C4H4Cl2O molecule, from the Open Molecules 2025 dataset.

CARTESIAN COORDINATES (ANGSTROEM)
1 Cl 0.6696 -0.3097 2.3045
2 Cl -1.7448 1.9698 -0.4130
3 O 1.3921 -1.7065 -1.7253
4 C -0.1771 -0.3569 -0.6052
5 C 1.1568 -0.8595 -0.9030
6 C -0.5450 -0.0180 1.1264
7 C -0.3536 0.9945 0.0580
8 H 0.5351 1.6148 0.1113
9 H -1.5392 -0.3429 1.3881
10 H -1.0163 -0.8030 -1.1148
11 H 1.9566 -0.3884 -0.3026

Cartesian forces (eV/Å) of the 3 atoms listed first:
0.17 0.05 0.24
0.02 -0.06 -0.01
-0.01 -0.07 -0.01

Output
* energy above the lowest of the compared OMol25 structures with the same formula, charge and spin: 0.949 eV
* total charge: 0
* HOMO level: -0.3622 Eh
* frontier orbital gap: 10.2 eV

Entry 3:
The following is a quantum chemistry calculation of 2 unconnected molecules or ions with the total composition C3H2ClO3, from the Open Molecules 2025 dataset.

CARTESIAN COORDINATES (ANGSTROEM)
1 Cl -2.0876 -0.9735 0.7587
2 O 0.3262 -0.9671 -0.1300
3 O -0.8070 2.3744 -0.5251
4 O -0.9216 2.2183 1.7282
5 C -0.8032 2.2395 0.6000
6 C 1.3906 -1.3077 -0.6956
7 C -0.7020 -0.3888 0.1970
8 H 2.2643 -1.5634 -0.1601
9 H 1.3403 -1.6317 -1.7731

Cartesian forces (eV/Å) of the 3 atoms listed first:
-0.17 -0.95 0.14
0.22 -1.43 0.54
0.52 0.00 -3.35

Output
* energy above the lowest of the compared OMol25 structures with the same formula, charge and spin: 0.264 eV
* total charge: +1
* HOMO level (spin up / spin down): -0.5598 / -0.5484 Eh
* frontier orbital gap (spin up / spin down): 8.6 / 7.8 eV

Entry 4:
The following is a quantum chemistry calculation of 14 unconnected molecules or ions with the total composition H28O14, from the Open Molecules 2025 dataset.

CARTESIAN COORDINATES (ANGSTROEM)
1 O -1.9409 2.0273 1.6653
2 O 1.7686 2.0540 -0.7326
3 O -0.3182 0.4228 -0.0926
4 O 0.0072 -2.3948 1.6831
5 O 2.4022 -0.9963 1.1039
6 O -1.6934 -0.3114 3.1842
7 O 0.0244 0.4776 -2.9321
8 O 0.6886 1.0478 2.2620
9 O 2.5541 2.7855 1.7905
10 O 0.0720 -2.3838 -0.9995
11 O -3.2216 0.1352 0.1998
12 O 2.2124 -0.8547 -1.9813
13 O -0.6433 -2.2090 -3.7791
14 O -2.5761 -0.8381 -2.3409
15 H 2.6213 -1.5442 -2.5064
16 H -1.9542 0.2102 3.9984
17 H 0.7487 -1.8495 1.9457
18 H -0.1431 -0.4827 -0.3703
19 H 0.8597 1.6520 -0.7128
20 H -2.7021 -0.3162 -1.5681
21 H 2.0195 -0.3254 1.6634
22 H -2.4990 2.6221 2.1417
23 H -2.2400 -0.3037 -3.0151
24 H 1.7484 2.6101 -1.5416
25 H 3.3061 -0.7077 1.0921
26 H -0.1185 0.9375 2.7738
27 H -1.3303 2.5196 1.1390
28 H 2.3370 -1.0439 -1.0699
29 H 0.0201 0.7077 0.7478
30 H 0.6658 0.1462 -2.3436
31 H -0.5543 -1.6303 -3.0160
32 H 0.0819 -2.7996 -3.5374
33 H 3.0437 2.0786 2.1863
34 H 0.9485 -2.7966 -1.1094
35 H -2.6306 0.6531 0.7412
36 H 2.2573 2.6004 0.8510
37 H -4.0582 0.4789 0.3732
38 H -0.7127 -2.9553 -1.1619
39 H 0.3348 -2.6596 0.7975
40 H 0.8650 1.9647 2.2244
41 H -0.5300 0.8894 -2.2997
42 H -1.7207 0.3823 2.5460

Cartesian forces (eV/Å) of the 3 atoms listed first:
0.00 -0.77 0.40
-0.95 0.66 -0.78
-1.10 1.01 -1.94

Output
* energy above the lowest of the compared OMol25 structures with the same formula, charge and spin: 2.217 eV
* total charge: 0
* HOMO level: -0.3701 Eh
* frontier orbital gap: 9.7 eV

Entry 5:
The following is a quantum chemistry calculation of a molecular structure, C16H28Cl2FeNP, from the Open Molecules 2025 dataset.

CARTESIAN COORDINATES (ANGSTROEM)
1 Fe 0.0422 0.3253 0.6751
2 Cl 2.1884 0.1035 0.9827
3 Cl -1.9186 -0.6678 0.6314
4 P 0.1022 0.0749 -1.7565
5 N -0.1657 0.3189 2.6629
6 C -1.3014 -0.0079 6.0608
7 C -1.0672 -0.8104 -2.9193
8 C 1.2131 -0.3857 7.2276
9 C 0.0804 -0.3082 8.0401
10 C -1.1379 -2.3066 -2.6174
11 C -0.1622 -0.0619 5.2370
12 C -1.0986 2.6096 -1.8466
13 C -0.2232 0.1140 3.8148
14 C 1.0978 -0.2761 5.8374
15 C 1.9041 -0.8931 -3.8511
16 C 0.1093 1.9465 -3.9736
17 C -2.4769 -0.2292 -2.9649
18 C 1.7477 -0.6169 -2.3531
19 C 2.1358 -1.8713 -1.5657
20 C 0.0659 1.8026 -2.4335
21 C -1.1719 -0.1237 7.4476
22 H 1.0111 2.2039 -2.0314
23 H 1.5922 -2.7604 -1.9025
24 H 1.3517 -1.7925 -4.1530
25 H -1.0415 3.6396 -2.2285
26 H -1.9481 -2.7216 -3.2319
27 H 0.3504 1.9967 1.1877
28 H 2.4259 0.2057 -2.0717
29 H -2.2773 0.1174 5.6056
30 H 3.2149 -2.0330 -1.6886
31 H 0.1913 -0.3972 9.1221
32 H 2.2084 -0.5352 7.6507
33 H -0.2980 2.9310 -4.2481
34 H 1.5961 -0.0665 -4.4980
35 H -0.6123 -0.6879 -3.9154
36 H 0.0494 2.1488 0.4676
37 H -2.0720 2.1845 -2.1229
38 H -0.4887 1.1886 -4.4965
39 H 2.9691 -1.0866 -4.0415
40 H -2.8909 -0.1306 -1.9547
41 H -0.2204 -2.8448 -2.8771
42 H -2.0538 -0.0696 8.0855
43 H 1.1358 1.8994 -4.3572
44 H -1.3878 -2.4831 -1.5639
45 H -2.5418 0.7273 -3.4933
46 H 1.9678 -1.7335 -0.4932
47 H -1.0591 2.6592 -0.7535
48 H 1.9676 -0.3516 5.1818
49 H -3.1033 -0.9445 -3.5139

Cartesian forces (eV/Å) of the 3 atoms listed first:
-0.20 -0.73 -0.05
1.80 0.09 0.01
-1.69 -0.66 -0.35

Output
* total charge: -1
* spin multiplicity: 6
* HOMO level (spin up / spin down): -0.0300 / -0.1783 Eh
* frontier orbital gap (spin up / spin down): 3.4 / 7.4 eV

Entry 6:
The following is a quantum chemistry calculation of a molecular structure, C9H9Cl5O3PS3SbSr, from the Open Molecules 2025 dataset.

CARTESIAN COORDINATES (ANGSTROEM)
1 Sb -0.6856 -0.3210 1.7077
2 Sr -0.4502 0.3441 -1.4628
3 Cl -0.2615 -3.9841 4.3896
4 Cl -4.1459 -0.2277 3.4484
5 Cl -1.4378 -0.6652 8.1255
6 Cl 1.2135 -1.1149 6.5093
7 Cl -4.1541 -0.3493 6.6172
8 S 0.2262 1.8979 0.5937
9 S 1.0699 -0.8671 3.2613
10 S -0.5229 -1.9862 0.0147
11 P 2.0895 1.2283 -3.4192
12 O 2.5061 0.3591 -4.7299
13 O 2.5814 2.7080 -3.7952
14 O 3.2934 0.8863 -2.4335
15 C -2.6889 -0.5845 5.7301
16 C -2.6955 -0.5861 4.3423
17 C -1.4730 -0.7548 6.4031
18 C 1.6428 3.6539 -4.2989
19 C 3.1101 -0.1802 -1.4928
20 C 1.4826 -0.2308 -5.5248
21 C -1.5398 -0.8534 3.6534
22 C -0.2948 -0.9676 5.7003
23 C -0.3453 -1.1196 4.3169
24 H 1.5053 3.5267 -5.3742
25 H 0.6785 3.5687 -3.7920
26 H 0.8169 -0.8555 -4.9234
27 H 2.0899 -0.2092 -1.1014
28 H 3.3552 -1.1399 -1.9461
29 H 3.7614 0.0133 -0.6467
30 H 0.8930 0.5252 -6.0480
31 H 2.0506 4.6421 -4.1049
32 H 1.9743 -0.8621 -6.2602

Cartesian forces (eV/Å) of the 3 atoms listed first:
-0.25 0.18 0.33
-0.18 0.06 -0.31
-0.02 -0.08 0.02

Output
* energy above the lowest of the compared OMol25 structures with the same formula, charge and spin: 3.374 eV
* total charge: -1
* spin multiplicity: 2
* HOMO level (spin up / spin down): -0.1362 / -0.1379 Eh
* frontier orbital gap (spin up / spin down): 4.3 / 4.4 eV

Entry 7:
The following is a quantum chemistry calculation of a molecular structure, C29H39PPtSe2, from the Open Molecules 2025 dataset.

CARTESIAN COORDINATES (ANGSTROEM)
1 Pt 0.2665 -0.0683 -0.2355
2 Se -2.1455 0.0928 -1.2888
3 Se 0.3692 -2.4174 -1.0364
4 P -1.7659 -2.0262 -1.0364
5 C 1.8265 3.2000 -1.3800
6 C -4.5255 -3.2394 -3.7878
7 C -1.8488 -3.4994 1.3401
8 C 2.4508 0.3392 0.9809
9 C -3.7840 -3.6943 2.7503
10 C 1.7267 2.1421 -0.2871
11 C 2.6607 -1.6014 2.5388
12 C -1.8619 -3.7827 -3.2195
13 C 0.2295 3.7989 2.2449
14 C -1.3178 1.8461 2.2602
15 C 3.8638 -1.6182 0.3517
16 C 4.5778 -0.0276 2.1480
17 C -2.5862 -2.9260 -2.4014
18 C -4.4813 -2.8355 1.9128
19 C 0.7205 1.8784 0.7583
20 C 1.8105 4.6266 -0.8074
21 C 0.7002 2.9977 -2.4073
22 C -2.4695 -4.3635 -4.3238
23 C -3.8670 -2.3055 0.7898
24 C -2.4641 -4.0141 2.4723
25 C 1.2276 0.7755 1.5401
26 C -3.7956 -4.0836 -4.6127
27 C 2.7244 1.1887 -0.1359
28 C -3.9224 -2.6535 -2.6877
29 C -1.3514 3.3713 0.3330
30 C -2.5545 -2.6592 0.4881
31 C 3.1586 3.0781 -2.1367
32 C -0.4176 2.7199 1.3589
33 C 3.3719 -0.7287 1.5025
34 H 0.8588 4.9042 -0.3684
35 H 2.5872 4.7324 -0.0472
36 H 5.2552 -0.7694 2.5738
37 H -1.5355 0.8914 1.7821
38 H -4.4849 -1.9734 -2.0620
39 H -0.2861 3.0963 -1.9576
40 H 1.7442 -2.0183 2.1147
41 H -2.2681 2.3538 2.4315
42 H 2.0230 5.3390 -1.6070
43 H 3.3099 -2.4261 2.8373
44 H 0.7928 3.7310 -3.2128
45 H 3.2523 2.1207 -2.6501
46 H 4.4224 -1.0422 -0.3866
47 H 3.2047 3.8637 -2.8928
48 H -5.5659 -3.0297 -4.0008
49 H -0.8530 4.0696 -0.3303
50 H 2.4014 -1.0283 3.4308
51 H -1.9017 -5.0288 -4.9613
52 H -1.8354 2.6047 -0.2719
53 H 3.0187 -2.0895 -0.1513
54 H -0.8614 1.6558 3.2325
55 H -4.3982 -1.5939 0.1718
56 H 0.7708 1.9977 -2.8385
57 H 4.5172 -2.4010 0.7420
58 H -4.2609 -4.5145 -5.4902
59 H 4.2542 0.6499 2.9405
60 H 5.1239 0.5578 1.4061
61 H 0.8538 3.3294 3.0078
62 H 0.8668 4.4616 1.6597
63 H -2.1327 3.9195 0.8627
64 H -0.8239 -3.9902 -2.9941
65 H -0.5365 4.4005 2.7394
66 H -4.2681 -4.1075 3.6261
67 H 4.0073 3.2097 -1.4637
68 H 0.8572 0.4887 2.5101
69 H -5.5054 -2.5663 2.1376
70 H -1.9064 -4.6602 3.1378
71 H -0.8186 -3.7452 1.1190
72 H 3.5945 1.0966 -0.7632

Cartesian forces (eV/Å) of the 3 atoms listed first:
0.24 0.36 0.41
1.22 -0.13 0.34
-0.27 0.15 -0.13

Output
* total charge: 0
* HOMO level: -0.2548 Eh
* frontier orbital gap: 6.6 eV

Number 1: calculated total energy -86601.7432 eV. Number 2: calculated total energy -31303.4648 eV. Number 3: calculated total energy -21795.3106 eV. Number 4: calculated total energy -29119.4346 eV. Number 5: calculated total energy -87258.8852 eV. Number 6: calculated total energy -127404.5778 eV. Number 7: calculated total energy -173935.8730 eV.